[1]
# C14H14F5IMnN2

A structure of composition C14H14F5IMnN2 at a distorted geometry (ωB97M-V with the def2-TZVPD basis set, the Open Molecules 2025 dataset).

Geometry as XYZ:
```
37
Properties=species:S:1:pos:R:3:mulliken_charge:R:1
I 0.3422 3.2972 -0.8932 -0.56
Mn 0.4002 0.9925 0.2136 0.09
F 1.1188 -1.8763 2.3099 -0.24
F -1.4119 -1.0182 1.4564 -0.29
F -1.1231 0.9174 2.5798 -0.30
F -0.4397 -1.5473 3.8308 -0.28
F 1.2477 -0.1259 3.6507 -0.25
N -1.6101 0.6310 -0.5454 0.38
N 0.6397 -0.8497 -0.9217 0.05
C -0.5911 -2.5603 -2.0408 -0.75
C -3.9256 1.1372 -0.8039 -0.79
C 0.5059 -3.4163 -1.9886 -0.43
C -0.5052 -1.2580 -1.5365 0.94
C -0.4493 -0.1258 1.9328 0.62
C -1.6925 -0.3950 -1.4131 0.44
C -4.0375 0.1085 -1.7352 -0.42
C 1.6945 -1.6873 -0.8005 -0.01
C -2.7107 1.2922 -0.1411 -0.41
C 0.3845 -0.9079 2.9362 0.52
C -2.9446 -0.7196 -1.9761 -0.69
C 1.6625 -2.9782 -1.3379 -0.76
C 2.7739 3.2540 1.3688 -0.68
C 3.4237 2.0422 0.7007 -0.38
H -1.5497 -2.8851 -2.4138 0.26
H -3.0073 -1.6267 -2.5747 0.32
H 2.0855 3.7292 0.6339 -0.02
H 4.2920 2.3687 0.1150 0.37
H -4.7557 1.7861 -0.5470 0.39
H -4.9650 -0.0600 -2.2707 0.42
H 2.5604 -1.3197 -0.2416 0.41
H 3.8008 1.3648 1.4713 0.24
H 3.5032 4.0495 1.6030 0.33
H 2.5218 -3.6385 -1.2028 0.37
H 2.1906 3.0106 2.2621 0.22
H 0.4399 -4.4224 -2.4192 0.41
H -2.6204 1.9510 0.7286 0.43
H 2.7513 1.4863 0.0103 0.06
```

- Frontier orbital gap (spin up / spin down): 6.95 / 7.21 eV
- E_tot: -2599.4574 Eh
- Strongest force on any atom: 1.948 eV/Å
- HOMO energy (spin up / spin down): -7.8 / -8.2 eV
- Molecular weight: 487.112 g/mol
- Spin multiplicity: 6

[2]
# C40H52ClF16N3O16P2

A cluster of 6 separate species, C40H52ClF16N3O16P2 in total at a distorted geometry (ωB97M-V with the def2-TZVPD basis set, the Open Molecules 2025 dataset).

Geometry as XYZ:
```
130
Properties=species:S:1:pos:R:3:mulliken_charge:R:1
Cl 1.1799 7.3811 -2.7368 -0.23
P 2.8210 0.8636 -1.7110 0.32
P 6.3065 6.0373 -3.2131 0.83
F -8.4000 0.6328 11.6887 -0.25
F -6.2553 2.9040 -1.5395 -0.27
F 4.7529 -4.4046 -0.8152 -0.24
F 2.7370 -8.8647 -5.0337 -0.26
F -11.9632 1.0755 4.0150 -0.27
F -6.5892 3.2124 0.5803 -0.24
F -11.4448 2.4566 5.5964 -0.22
F -9.2486 1.8343 13.2746 -0.24
F 6.3662 3.1296 0.3651 -0.26
F 2.0223 -7.3215 -6.3846 -0.26
F -9.8956 -0.2154 13.0117 -0.25
F -4.9276 4.1830 -0.4090 -0.24
F 4.3506 -6.2252 0.2810 -0.25
F 6.3932 -5.6360 -0.1119 -0.26
F 2.9439 -9.1115 -7.1643 -0.26
F -13.2512 2.7632 4.4435 -0.27
O 0.5390 4.6201 0.3610 -0.52
O -10.7060 0.5665 10.3754 -0.32
O 6.7533 5.8229 -4.6004 -0.72
O 0.0909 -9.0677 -5.1570 -0.30
O -11.5411 2.9129 2.1420 -0.31
O -11.3618 2.2963 11.6659 -0.51
O 7.5498 0.6855 1.3617 -0.50
O 0.3705 -9.9502 -7.2145 -0.51
O 5.7042 -5.7473 -2.8938 -0.27
O -10.4239 4.0895 3.7098 -0.51
O -3.5522 1.8778 -0.1518 -0.52
O -5.4936 0.8126 0.2760 -0.34
O 5.5233 7.4179 -3.0604 -0.52
O 2.6465 0.5273 -0.2763 -0.70
O 4.7074 -7.5783 -2.0298 -0.52
O 7.5345 6.2324 -2.2003 -0.51
N 1.8645 3.5653 -2.0592 -0.44
N 3.2834 5.8828 -2.7418 -0.63
N 6.9441 -0.7284 -0.3899 0.20
C -1.2439 -9.6092 -5.0769 -0.23
C -5.6432 3.0634 -0.3553 0.93
C -0.5583 4.6507 -0.4733 0.41
C 9.2265 -0.7768 0.5754 -1.33
C 7.3771 3.9498 -0.1144 -0.45
C -9.5209 0.9005 12.3686 0.91
C 5.1522 -5.6703 -0.6211 1.05
C -10.9175 3.6746 1.0861 -0.37
C 8.1692 3.3020 -1.2255 -0.19
C -11.1931 3.2383 3.3769 0.35
C 5.1403 -6.4690 -1.9369 0.21
C -1.2230 -11.0710 -4.6885 -1.10
C -11.7429 0.8568 9.4146 -0.30
C 5.2447 2.2139 -2.1462 0.76
C -4.7858 -0.4146 0.5547 -0.22
C 5.3209 4.6037 -2.6931 1.02
C 3.8836 2.3073 -2.0449 1.00
C -11.9729 2.3642 4.3760 0.91
C 3.2147 3.5400 -2.2146 0.04
C -10.6488 1.3673 11.4288 0.33
C 0.7560 -9.3243 -6.2730 0.16
C -4.7426 1.8511 -0.0570 0.35
C -0.2701 3.3672 0.1926 -0.41
C 4.4943 -6.3025 -4.9414 -0.94
C 7.4729 3.2924 -2.6184 -2.56
C 5.9549 0.8831 -1.9881 -2.55
C -4.2157 -0.4163 1.9559 -1.09
C -9.5227 3.1699 0.7901 -0.98
C 3.9128 4.6923 -2.5423 0.74
C 2.0079 5.8562 -2.5485 0.14
C 6.5091 -2.0627 0.1169 -0.62
C 2.1373 -8.6492 -6.2112 1.12
C 1.2554 4.7104 -2.1946 0.17
C 5.8030 -6.3791 -4.1875 -0.38
C 7.8330 -0.1807 0.5768 0.56
C 5.7585 0.1124 -0.6526 -0.53
C 5.9731 3.4179 -2.4852 0.08
C 5.8654 -2.0464 1.5035 -1.21
C -11.3444 1.9838 8.4877 -0.94
C -0.2283 4.7274 -1.9847 -1.42
H 9.6043 -0.7013 1.5901 0.36
H 7.0234 0.9616 -2.1234 0.57
H -10.3966 1.7595 7.9990 0.29
H -2.2400 -11.4382 -4.5567 0.38
H -11.2205 2.9158 9.0388 0.35
H 9.8693 -0.2430 -0.1195 0.29
H 4.1602 -5.2670 -5.0216 0.30
H 5.4485 0.7599 0.1612 0.36
H 3.7156 -6.8551 -4.4271 0.27
H -0.6762 5.6460 -2.3393 0.53
H 6.1405 -7.4084 -4.0723 0.33
H 9.2271 -1.8300 0.3065 0.38
H -0.4249 3.2231 1.2519 0.38
H 7.3927 -2.6968 0.1720 0.23
H 6.5835 -5.8351 -4.7150 0.32
H 5.8637 -2.5297 -0.6099 0.61
H 1.6157 1.1623 -2.3563 0.13
H 5.3135 -1.1316 1.7091 0.29
H -3.7551 -1.3794 2.1718 0.38
H 8.0532 4.1703 0.7142 0.37
H 7.6464 2.3604 -3.1455 0.73
H 4.9360 -0.5783 -0.8082 0.55
H 7.8952 4.0662 -3.2455 0.62
H -9.1001 3.7036 -0.0589 0.36
H -1.4464 5.1813 -0.1613 0.52
H -4.0123 -0.5709 -0.1960 0.32
H -5.0026 -0.2297 2.6870 0.31
H 4.6088 -6.7141 -5.9427 0.40
H -12.1087 2.1297 7.7334 0.28
H 5.1489 -2.8640 1.5709 0.43
H -11.5640 3.5462 0.2209 0.34
H -0.6744 -11.2090 -3.7565 0.31
H 5.5906 0.2522 -2.8008 0.49
H -5.5260 -1.2032 0.4403 0.33
H 3.4628 -0.1741 -2.4161 0.08
H 0.2564 2.5969 -0.3495 -0.01
H -9.5448 2.1037 0.5610 0.30
H -10.9171 4.7324 1.3456 0.33
H -12.6757 1.0726 9.9342 0.33
H 8.4793 2.2896 -0.9724 -0.05
H -0.6663 3.8523 -2.4539 0.28
H -1.7627 -9.4492 -6.0211 0.33
H 4.9539 7.4927 -3.8417 0.36
H -3.4611 0.3602 2.0741 0.30
H 6.5920 -2.1831 2.3008 0.36
H -1.7467 -9.0175 -4.3154 0.31
H -0.7351 -11.6736 -5.4536 0.32
H 6.9239 4.8901 -0.4137 0.25
H -11.8809 -0.0663 8.8557 0.33
H -8.8665 3.3102 1.6463 0.34
H 7.7960 7.1658 -2.2538 0.32
H 9.0836 3.8869 -1.3201 0.57
```

- Frontier orbital gap: 8.46 eV
- E_tot: -5664.4192 Eh
- Strongest force on any atom: 2.435 eV/Å
- HOMO energy: -9.2 eV
- Molecular weight: 1232.230 g/mol
- SMILES string: CCN(CCc1c(CCCF)c(P(=O)(O)O)c2nc(Cl)c(C[C@H]3CO3)nc2c1[PH2]=O)C(C)=O.CCOC(=O)C(F)(F)F.CCOC(=O)C(F)(F)F.CCOC(=O)C(F)(F)F.CCOC(=O)C(F)(F)F.CCOC(=O)C(F)(F)F

[3]
# CH4ClN2O

A cluster of 2 separate species, CH4ClN2O in total at a distorted geometry (ωB97M-V with the def2-TZVPD basis set, the Open Molecules 2025 dataset).

Geometry as XYZ:
```
9
Properties=species:S:1:pos:R:3:mulliken_charge:R:1
Cl 2.0819 -3.2500 -1.5096 0.01
O -0.5374 1.0538 1.4291 -0.37
N 0.6382 -1.2051 -0.3141 -0.42
N -0.5280 1.0745 0.0589 -0.13
C 1.2378 -2.0826 -0.7779 0.38
H 0.1971 1.6557 -0.0893 0.29
H -0.2604 0.0118 -0.1907 0.50
H -1.4194 1.3941 1.7815 0.36
H -1.4099 1.3477 -0.3879 0.39
```

- Frontier orbital gap: 12.62 eV
- E_tot: -685.0859 Eh
- Strongest force on any atom: 4.666 eV/Å
- Relative energy (zero: lowest compared OMol25 entry of this formula, charge and spin): 1.594 eV
- HOMO energy: -16.1 eV
- Molecular weight: 95.509 g/mol
- Charge: +1

[4]
# C33H71BrFN28O13

A cluster of 13 separate species, C33H71BrFN28O13 in total at a distorted geometry (ωB97M-V with the def2-TZVPD basis set, the Open Molecules 2025 dataset).

Geometry as XYZ:
```
147
Properties=species:S:1:pos:R:3:mulliken_charge:R:1
Br 1.4268 7.5304 -0.2706 0.00
F 7.0878 5.9976 0.1978 -0.16
O -2.4428 -9.7287 0.8812 -0.71
O -6.4041 -8.0604 0.5494 -0.66
O -2.6681 3.3810 -0.6793 -0.73
O -5.2742 -7.4576 -4.0563 -0.68
O -10.5442 -8.8050 1.6451 -0.67
O -0.6892 -5.0251 -4.3322 -0.69
O -0.8529 -0.7551 4.0738 -0.73
O 9.4850 2.0130 0.6276 -0.64
O -6.0650 2.4824 -4.6639 -0.69
O 3.8086 2.5382 -1.6097 -0.61
O -3.2748 -0.9536 -5.6666 -0.66
O 12.3078 7.6825 3.0708 -0.65
O 0.0353 11.3311 0.9957 -0.64
N -5.2647 4.3567 -5.6245 -0.41
N -2.2902 -7.6626 -0.0042 -0.31
N -0.4466 -8.9641 0.1693 -0.42
N -2.8219 -1.0488 5.1286 -0.40
N 11.3246 5.8338 2.2390 -0.27
N -4.4535 -5.6946 -2.9186 -0.31
N -4.8518 3.9334 -3.4397 -0.27
N -1.1984 10.1216 -0.4505 -0.30
N 2.5648 4.9942 0.9131 -0.93
N 10.4651 7.8788 1.7894 -0.32
N -1.7630 1.3248 -0.5089 -0.12
N 11.4811 2.7776 -0.0843 -0.41
N -4.5286 -0.2060 -3.9504 -0.26
N -6.3241 -6.7434 -2.1952 -0.34
N 4.4322 0.8913 4.9713 0.32
N -2.5319 -4.8288 -5.6135 -0.31
N -11.3312 -7.1833 2.9969 -0.39
N -11.4723 -9.3537 3.6234 -0.39
N -1.6724 -6.8738 -5.1640 -0.38
N -1.9672 12.1079 0.3152 -0.39
N 1.3904 2.1131 -1.1392 -0.05
N -7.7480 -9.8620 0.7044 -0.35
N -2.5854 0.6062 3.6029 -0.35
N 3.5815 4.1501 1.2384 0.83
N 9.6376 4.0791 -0.2578 -0.30
N -5.2509 0.0462 -6.0805 -0.37
N -5.4991 -10.1166 0.7198 -0.27
N -4.0120 1.5794 -0.5243 -0.38
C -1.5747 -5.5429 -4.9943 0.59
C 2.9228 6.2933 0.2795 0.16
C 3.8763 2.1104 5.6773 -0.34
C 0.1976 -2.0880 -3.4155 -0.38
C -5.4341 3.5244 -4.5813 0.70
C 5.9433 0.7827 4.7924 -1.05
C 3.2168 1.5565 0.7700 -0.05
C 6.3563 1.2461 3.2742 0.18
C -5.3460 -6.6814 -3.1166 0.66
C -11.0816 -8.4688 2.6886 0.66
C -1.7695 -8.8417 0.3807 0.70
C -4.2869 -0.4061 -5.2586 0.55
C 4.4826 6.8208 -0.0202 -0.32
C 1.5965 -0.6709 -1.3319 -0.15
C 3.4863 -0.1858 4.4664 -0.35
C -0.9788 11.1955 0.3293 0.66
C -2.8056 2.1722 -0.5774 0.73
C 11.4223 7.1647 2.4086 0.59
C 0.0325 0.7796 -3.1585 -0.27
C 2.8775 2.1235 -0.7352 -0.14
C -6.5416 -9.2693 0.6513 0.71
C -0.3786 -0.6290 -3.9208 -0.28
C 3.1264 2.8068 1.8589 -0.12
C 10.1583 2.9000 0.1271 0.68
C 1.1946 -2.0947 -2.1096 -0.60
C 1.9868 0.3432 4.9043 -0.28
C 1.0304 0.8157 -1.8354 0.27
C -2.0128 -0.4206 4.2568 0.68
C 2.2599 1.7855 5.6618 -0.52
C 5.6495 5.7073 0.4261 0.25
C 6.4250 2.9065 3.0845 -0.45
C 5.0758 4.2862 1.0975 0.33
C 6.2173 3.1773 1.4829 1.15
H 4.7236 7.8559 -0.5140 0.38
H 4.2129 0.9455 0.8329 0.19
H 11.9128 1.9052 0.1912 0.24
H 7.2711 3.5565 1.0692 -1.28
H 12.0255 5.2595 2.6886 0.18
H -3.2829 -7.5293 0.1374 0.15
H -5.5923 -11.1148 0.8039 0.15
H 5.5438 3.3269 3.7682 0.18
H -4.8235 2.1814 -0.5728 0.24
H 0.9713 -0.2325 4.6965 0.44
H 7.4689 3.2479 3.5130 0.40
H -11.9163 -9.0961 4.4887 0.17
H -2.0108 1.1062 2.9372 0.17
H -0.9714 -7.4481 -4.7143 0.22
H -6.0912 0.4995 -5.7634 0.19
H -4.1454 0.5858 -0.4405 0.17
H 4.4305 3.0581 6.1400 0.29
H -4.5729 -9.7113 0.6833 0.13
H 2.3239 -0.8076 -0.4070 0.09
H 3.8296 -1.1500 3.8852 0.30
H -0.8369 1.7301 -0.5454 0.12
H -2.4300 -1.8275 5.6418 0.24
H 6.2327 -0.3561 5.0031 0.32
H 3.6657 2.5778 2.8783 -0.35
H -2.0268 9.9921 -1.0063 0.15
H 6.0264 2.1502 0.9184 0.29
H -0.3866 1.8051 -3.5610 0.21
H -0.0898 -3.0937 -3.9541 0.36
H 10.1758 4.8215 -0.6716 0.23
H -2.3943 -7.3186 -5.7054 0.17
H 6.4914 1.4112 5.6136 0.30
H 1.3949 2.4386 6.1324 0.30
H -1.0779 -0.5743 -4.8754 0.36
H 1.2774 2.9173 -1.8220 0.37
H 2.3517 0.8002 1.0937 0.49
H -4.9552 3.3357 -2.6301 0.07
H 1.6662 -3.1073 -1.7126 0.29
H -1.8563 0.3267 -0.4248 0.14
H -4.4960 -5.0457 -2.1510 0.16
H -2.8094 12.0139 -0.2269 0.17
H -4.7486 5.2189 -5.5759 0.16
H -11.0528 -6.4849 2.3201 0.22
H -2.4949 -3.8231 -5.5114 0.15
H -5.3560 0.2428 -3.5953 0.19
H -6.4000 -6.1134 -1.4146 0.15
H 8.6448 4.2124 -0.1162 0.09
H -0.4789 9.4107 -0.4686 0.03
H -3.7009 -5.6127 -3.5896 0.19
H 0.1245 -8.2450 -0.2415 0.16
H -3.8279 -0.5316 -3.2975 0.17
H -8.5595 -9.2600 0.6559 0.23
H -11.7727 -6.8870 3.8509 0.17
H -5.6871 4.0861 -6.5029 0.23
H -1.7519 -6.9202 -0.4180 0.16
H 9.7279 7.4705 1.2399 0.14
H -4.3283 4.7880 -3.3521 0.14
H 7.3848 0.7509 3.0036 0.41
H -7.8814 -10.8557 0.7882 0.13
H -0.0150 -9.8365 0.4448 0.23
H 5.5523 0.7537 2.5481 -0.21
H 12.0523 3.4967 -0.4951 0.17
H -1.8417 12.9318 0.8887 0.23
H 1.9666 2.8893 2.1299 0.39
H -11.3028 -10.3322 3.4307 0.22
H -3.2691 -5.2371 -6.1631 0.17
H -5.1083 -0.0845 -7.0735 0.23
H -3.7796 -0.7881 5.2930 0.16
H 10.5020 8.8845 1.8916 0.20
H -7.0168 -7.4721 -2.3072 0.20
H -3.5388 0.8965 3.7400 0.16
H 10.6027 5.3890 1.6976 0.12
```

- Frontier orbital gap: 4.71 eV
- E_tot: -6484.6114 Eh
- Strongest force on any atom: 8.388 eV/Å
- HOMO energy: -9.8 eV
- Molecular weight: 1167.016 g/mol
- Charge: +1